Record 1
ORCA calculation (ωB97M-V/def2-TZVPD) on a molecular structure, C33H24Cl5N6O7SW.

For the molecular weight, the calculation gives 1009.8 g mol⁻¹. The value obtained for the gap between HOMO and LUMO (alpha / beta) is 6.416 / 6.416 eV. As for the spin multiplicity: 1. Its charge is +1.

```
77
Properties=species:S:1:pos:R:3:forces:R:3:mulliken_charge:R:1
W 1.1180 0.2363 0.1043 -0.188 -0.985 -0.887 0.43
C -3.4772 -2.4335 -2.4340 -0.156 -0.098 -1.107 -1.39
O -2.3797 -1.9491 -1.7435 0.857 1.113 2.394 -0.16
C -2.6004 -1.7501 -0.3714 0.426 -1.603 -2.856 0.87
C -3.7324 -2.1196 0.2402 -2.314 0.502 3.381 -0.57
C -3.8458 -2.0339 1.7190 -0.231 0.968 -1.428 -1.14
C -2.8122 -1.5919 2.4684 1.653 -0.696 -1.840 -1.17
C -1.5815 -1.3138 1.7844 0.067 -0.182 0.209 0.76
C -0.3499 -1.1395 2.4684 -2.009 0.348 0.332 -0.63
N 0.7424 -0.7745 1.8853 1.485 0.152 1.657 1.07
N 1.8633 -0.9890 2.7306 0.145 -0.009 -1.840 -1.33
C 2.9014 -0.9810 1.9320 -1.701 0.290 0.719 0.94
O 2.7193 -0.7214 0.6319 1.021 -0.088 0.786 -0.27
C 4.1991 -1.2874 2.4366 4.609 -0.579 -1.442 0.14
C 4.6388 -1.2085 3.7538 -1.435 0.083 0.257 -0.36
C 5.8900 -1.5566 4.1631 2.301 -0.554 -1.849 -0.65
C 6.8918 -2.0190 3.2401 -1.634 -0.374 1.017 -0.37
C 6.4946 -2.1973 1.9186 0.446 1.277 0.288 -0.77
C 5.2571 -1.6636 1.5182 -1.170 -1.092 1.530 -0.30
C -1.5002 -1.3538 0.3880 0.157 1.144 0.965 0.46
O -0.4599 -0.8660 -0.2094 1.051 0.197 -0.913 0.48
H -3.0888 -2.8068 -3.3815 -0.145 0.166 -0.070 0.19
H -4.2047 -1.6354 -2.5988 -0.197 -0.184 -0.004 0.52
H -3.9080 -3.2607 -1.9113 -0.507 -0.610 0.225 0.54
H -4.6831 -2.2933 -0.2619 0.543 -0.262 -0.118 0.49
H -4.7827 -2.0940 2.2595 -0.256 -0.623 -0.581 0.38
H -2.8114 -1.5768 3.5186 -0.250 0.189 1.221 0.55
H -0.3776 -1.3200 3.5524 0.591 -0.090 -0.506 0.43
H 3.9386 -0.8785 4.4840 -0.471 0.206 0.611 0.47
H 6.1939 -1.4651 5.1667 0.002 0.181 1.144 0.44
H 7.8757 -2.3543 3.6071 -0.613 0.320 -0.259 0.37
H 7.2477 -2.6062 1.2295 -0.760 0.286 -0.025 0.36
H 4.9815 -1.7710 0.5167 -0.292 0.026 -1.581 0.55
Cl 1.2561 -3.2472 -0.2111 0.029 0.563 0.162 -0.19
C 1.6813 -2.3344 -1.6387 0.123 0.835 0.113 0.58
C 1.8583 -0.9268 -1.6626 -0.337 -0.573 -0.740 -0.81
C 2.2782 -0.4162 -2.9177 0.057 0.760 0.059 0.80
Cl 2.6389 1.2511 -3.2459 -0.044 0.299 0.776 -0.19
C 2.5041 -1.1793 -4.0536 -0.438 -2.556 0.779 0.15
Cl 2.9806 -0.5286 -5.5304 0.271 0.205 -0.691 -0.17
C 2.3266 -2.5963 -3.9607 0.594 1.468 -0.281 0.13
Cl 2.8514 -3.6098 -5.2451 -0.358 0.068 0.084 -0.16
C 1.8707 -3.1250 -2.7737 -0.041 -0.089 0.215 0.12
Cl 1.5222 -4.7874 -2.6689 0.070 -0.712 -0.332 -0.20
N -5.6014 1.6976 -3.9874 -0.012 0.294 0.380 -0.48
C -4.4707 1.8629 -3.2271 -0.262 -1.745 -1.224 0.73
C -3.4883 0.8245 -3.3477 -1.231 1.229 0.135 -1.12
C -2.3215 0.9213 -2.6759 0.472 -0.432 -0.027 0.10
C -2.0606 2.0474 -1.9301 -0.125 0.948 1.091 -0.34
C -3.0089 3.0634 -1.8575 0.943 1.291 0.718 -0.29
C -4.2266 3.0009 -2.4598 0.219 -0.237 -1.036 -1.18
S -0.5202 2.2497 -1.1553 1.059 1.118 -1.117 1.71
O 0.2659 1.1044 -1.7111 0.650 -0.526 0.169 -0.38
O 0.0771 3.5510 -1.3013 -1.245 -0.718 -0.084 -0.82
N -0.3055 1.7246 0.3542 -0.578 0.234 0.356 -0.23
C -1.1483 2.1288 1.3434 -1.875 1.172 1.715 0.64
N -0.9584 1.6420 2.5630 0.110 0.086 0.674 -0.18
C -1.8704 1.9494 3.4991 -0.171 -0.683 -0.736 -0.32
C -3.0144 2.6623 3.2129 0.227 -0.330 0.960 -0.74
C -3.0814 3.2073 1.9582 0.813 -0.482 -0.435 -0.21
N -2.1657 2.9766 1.0174 0.834 -0.601 0.048 -0.44
H -5.8652 0.7665 -4.2770 0.133 0.273 -0.011 0.22
H -6.3599 2.3490 -3.8759 -0.016 -0.052 0.001 0.22
H -3.6238 0.0275 -4.0500 -0.294 -0.297 -0.168 0.75
H -1.6090 0.1434 -2.7721 0.647 -0.478 -0.032 0.45
H -2.7229 3.9809 -1.3519 -0.066 -0.146 0.048 0.52
H -4.8330 3.8852 -2.5994 -0.252 -0.090 0.464 0.36
H -1.7901 1.5028 4.4855 0.514 0.034 -0.059 0.44
H -3.7823 2.7342 3.9792 0.079 0.368 -0.338 0.41
H -3.8980 3.8252 1.7078 -0.790 0.720 -0.554 0.49
C 3.6050 3.2440 1.2692 0.207 1.238 -0.201 -1.41
C 2.6112 2.2293 0.8449 1.695 -0.517 -0.258 0.88
O 2.0293 1.4844 1.6727 -1.317 -0.217 0.629 -0.65
O 2.4613 1.8574 -0.3489 -0.580 -0.083 -1.108 -0.63
H 3.8296 3.0603 2.3212 0.200 0.076 -0.190 0.39
H 3.2097 4.2745 1.1819 -0.213 -0.521 0.120 0.34
H 4.5118 3.2965 0.6208 -0.725 -0.610 0.493 0.35
```
Positions in Å, forces in eV/Å.

Record 2
ORCA calculation (ωB97M-V/def2-TZVPD) on 9 unconnected molecules or ions with the total composition C4H28N2O8.

For the molecular weight, the calculation gives 232.3 g mol⁻¹. The value obtained for the gap between HOMO and LUMO is 11.191 eV. As for the spin multiplicity: 1. Its charge is +2.

```
42
Properties=species:S:1:pos:R:3:forces:R:3:mulliken_charge:R:1
C 1.9560 2.1647 -0.8504 1.818 2.414 0.359 -0.71
C 0.6278 1.9272 -1.5280 -0.936 5.039 -1.761 -0.92
C -0.1689 0.7603 -1.0450 3.253 0.112 0.093 0.17
C -1.2396 0.3224 -1.6327 -0.325 1.150 -0.966 -0.54
N -1.8709 -0.8595 -1.2078 4.252 -3.922 0.692 0.26
N 1.8469 2.1450 0.6794 -0.449 -2.906 -2.219 -0.05
H 2.6051 1.5242 -1.3374 1.740 -2.447 0.487 0.29
H 2.6774 3.1226 -1.0399 -2.870 -1.435 -0.081 0.44
H 0.1382 3.0017 -1.3905 -0.087 -2.351 -0.227 0.29
H 0.8056 1.9538 -2.6727 -0.265 -0.432 1.841 0.41
H 0.4744 0.1554 -0.3552 -1.454 -0.010 -0.173 0.33
H -1.8158 0.7895 -2.4027 0.168 0.710 -0.342 0.46
H -2.4248 -0.5736 -0.4309 -0.620 -0.994 1.146 0.02
H -2.4196 -1.2738 -1.9369 -0.707 -0.214 -0.219 0.55
H -1.0200 -1.6058 -0.9950 -2.759 2.205 0.087 0.00
H 0.8476 2.2126 0.8714 0.049 0.836 0.969 0.28
H 2.1507 1.2569 1.1581 0.117 0.914 -0.723 0.29
H 2.4689 2.8454 1.0021 0.035 0.889 1.217 0.37
H -4.8966 -0.7776 -2.0763 1.823 1.115 1.592 0.35
H -4.3477 0.5632 -2.3267 0.380 0.284 0.607 0.34
O -4.1630 -0.1536 -1.6885 -3.031 -1.103 -2.392 -0.68
H -0.3154 -3.2277 -0.9660 -3.362 -0.842 -2.672 0.30
H 0.9739 -3.8869 -0.7771 0.787 -0.900 -0.393 0.28
O 0.4314 -3.1819 -0.4732 2.983 1.184 3.062 -0.55
H 3.4331 -0.8845 0.6168 -2.548 -6.858 -4.123 0.21
H 4.7410 -0.2456 1.2083 0.199 -0.756 -0.422 0.29
O 3.8035 -0.2435 1.0356 2.156 7.329 4.321 -0.49
H -0.6762 -4.5906 -2.5601 -0.796 1.922 -0.407 0.34
H -0.6015 -3.2446 -3.4427 -0.666 -1.029 1.465 0.35
O -1.0024 -3.6324 -2.6048 0.983 -0.951 -1.608 -0.71
H -0.8816 0.7231 2.5264 0.474 1.079 0.699 0.30
H -0.9300 2.0695 3.4000 0.626 -0.958 -0.783 0.32
O -0.3435 1.4916 2.8483 -0.965 -0.128 -0.232 -0.63
H -3.6137 0.2541 0.4095 -1.262 0.354 0.181 0.31
H -4.0905 0.1871 1.8620 -4.236 -0.899 2.650 0.30
O -3.3904 0.3299 1.3366 5.146 0.734 -2.922 -0.57
H 4.1722 2.2026 2.8749 5.690 2.116 1.554 0.26
H 3.3184 0.9982 2.9821 0.141 -1.422 0.636 0.27
O 3.3772 1.8865 2.6992 -5.412 -0.413 -1.461 -0.57
H 0.8402 -2.1450 1.9184 -0.776 2.445 -1.326 0.31
H -0.5154 -2.0858 1.3669 1.927 2.320 -0.164 0.32
O 0.2896 -1.4173 1.4152 -1.224 -4.180 1.960 -0.60
```
Positions in Å, forces in eV/Å.

Record 3
ORCA calculation (ωB97M-V/def2-TZVPD) on a molecular structure, C25H16N5O6V.

For the molecular weight, the calculation gives 533.4 g mol⁻¹. The value obtained for the gap between HOMO and LUMO (alpha / beta) is 6.769 / 6.949 eV. As for the spin multiplicity: 3.

```
53
Properties=species:S:1:pos:R:3:forces:R:3:mulliken_charge:R:1
V -0.5011 0.0287 0.3316 0.007 -0.011 -0.357 -0.52
O -1.8245 2.8892 2.9618 0.003 -0.003 -0.004 -0.76
C -1.4415 1.8989 2.3556 0.002 0.008 0.030 0.31
N -0.7909 1.8061 1.1871 0.022 -0.119 0.062 0.77
C -0.5171 2.8844 0.3244 -0.009 0.040 -0.096 1.15
C -1.0191 4.1768 0.4035 0.019 -0.015 0.092 -0.86
C -0.6681 5.1020 -0.5743 -0.031 0.014 0.052 -0.59
C 0.1728 4.7544 -1.6170 0.043 -0.011 -0.047 -0.60
C 0.6805 3.4622 -1.7104 0.041 -0.012 0.025 -0.54
C 0.3305 2.5342 -0.7462 -0.092 -0.002 0.033 -0.61
N 0.7447 1.1819 -0.6793 -0.064 0.087 -0.094 0.28
C 2.0181 0.8087 -0.9178 0.075 -0.005 0.030 -0.23
O 2.8661 1.3361 -1.6148 -0.017 0.004 -0.014 -0.72
C 2.3885 -0.3776 -0.0462 -0.051 -0.030 0.026 0.71
C 3.6736 -0.8815 -0.0337 0.010 0.002 -0.008 -0.69
C 4.0000 -1.8457 0.9079 0.005 0.012 -0.010 -0.52
C 3.0279 -2.2743 1.7959 -0.009 0.003 -0.008 -0.69
C 1.7555 -1.7379 1.6993 0.027 -0.022 0.000 -0.04
N 1.4385 -0.8101 0.7999 0.026 -0.007 0.077 0.57
C -1.7119 0.5223 2.9372 -0.011 0.009 0.011 0.43
C -2.3678 0.3914 4.1496 0.006 -0.008 -0.024 -0.72
C -2.6513 -0.8777 4.6198 0.001 0.009 0.002 -0.28
C -2.2821 -1.9794 3.8593 0.001 -0.001 -0.005 -0.96
C -1.6288 -1.7665 2.6614 -0.006 -0.025 -0.016 -0.25
N -1.3360 -0.5428 2.2155 0.045 0.069 0.097 0.40
H -1.6633 4.4494 1.2249 -0.007 -0.006 -0.005 0.47
H -1.0638 6.1076 -0.5112 0.005 0.002 -0.008 0.39
H 0.4379 5.4859 -2.3693 -0.005 0.004 0.004 0.39
H 1.3445 3.1757 -2.5126 -0.006 -0.009 -0.005 0.45
H 4.3847 -0.4772 -0.7405 0.007 -0.005 0.005 0.53
H 5.0043 -2.2463 0.9588 0.001 0.000 -0.001 0.45
H 3.2416 -3.0158 2.5521 -0.005 0.001 0.003 0.45
H 0.9653 -2.0589 2.3635 0.008 0.000 0.005 0.32
H -2.6440 1.2953 4.6734 -0.003 -0.007 0.011 0.53
H -3.1660 -1.0121 5.5622 0.000 0.001 0.000 0.43
H -2.5042 -2.9876 4.1784 0.000 0.001 0.004 0.41
H -1.3407 -2.5940 2.0228 0.006 0.004 -0.002 0.61
O 2.4475 -3.1128 -2.3734 0.004 -0.007 -0.052 -0.47
C 1.3229 -2.8988 -1.6717 -0.013 -0.174 0.367 -0.05
O 1.1212 -3.3800 -0.5849 0.067 0.118 -0.290 -0.50
C 0.3256 -2.0747 -2.4195 0.058 -0.016 -0.048 0.77
C 0.2777 -2.1396 -3.8009 -0.058 0.038 -0.017 -0.64
C -0.7818 -1.5279 -4.4651 0.116 -0.050 0.029 -0.44
C -1.7528 -0.9033 -3.7154 0.110 -0.043 -0.054 -0.82
C -1.5957 -0.8636 -2.3359 -0.280 0.183 0.028 0.89
N -0.5724 -1.4049 -1.6864 0.003 -0.042 0.125 -0.07
C -2.6683 -0.1933 -1.4919 0.009 -0.009 -0.086 0.17
O -3.7070 0.1399 -2.0119 -0.043 -0.016 -0.009 -0.68
O -2.3495 -0.0711 -0.2434 0.003 0.058 0.099 -0.47
H 3.0061 -3.7017 -1.8443 -0.022 0.004 0.013 0.38
H 1.0443 -2.6772 -4.3384 0.007 -0.003 0.012 0.50
H -0.8451 -1.5631 -5.5443 0.005 -0.005 -0.003 0.45
H -2.6253 -0.4338 -4.1453 -0.011 -0.004 0.020 0.53
```
Positions in Å, forces in eV/Å.

Record 4
ORCA calculation (ωB97M-V/def2-TZVPD) on a gas-phase ion, C8H9N2S3 (charge +1).

For the molecular weight, the calculation gives 229.4 g mol⁻¹. The value obtained for the gap between HOMO and LUMO (alpha / beta) is 6.350 / 6.281 eV. As for the spin multiplicity: 1. Its charge is +1.

```
22
Properties=species:S:1:pos:R:3:forces:R:3:mulliken_charge:R:1
C -2.2261 -0.8321 0.7610 3.597 -2.033 -2.170 -0.51
C 3.5344 -0.0116 0.2455 2.696 1.657 1.350 0.00
C -2.1514 -2.1825 0.8318 -0.272 1.522 0.497 -0.28
C 3.6091 -0.9553 -0.7082 2.244 -1.002 -0.512 -0.31
C -0.0647 -1.0473 -0.0635 -2.649 -1.828 0.390 1.03
C 1.1812 -0.7318 -0.4964 2.144 1.184 0.331 -0.52
C -2.1734 1.8644 -0.8367 -3.394 -0.024 -0.845 -1.23
C -1.0668 1.1772 -0.0890 1.435 0.621 -0.906 -0.40
N -1.1177 -0.2411 0.1291 -1.335 -1.094 1.457 0.13
N 2.3903 0.4532 0.6982 -2.025 -2.512 -2.447 -0.05
S 1.7907 1.5175 1.6084 -0.388 1.378 1.481 -0.05
S -0.6439 -2.6854 0.2904 1.488 -0.428 -0.168 -0.07
S 2.2562 -1.7248 -1.3065 -0.534 0.466 0.209 -0.04
H -2.9943 -0.2286 0.9290 -3.221 2.312 1.007 0.48
H 4.5069 0.4522 0.7015 -1.977 -0.845 -0.986 0.33
H -2.9083 -2.7812 1.3065 0.064 -0.428 -0.256 0.45
H 4.6115 -1.2570 -1.0424 -0.718 -0.037 -0.035 0.36
H -3.2006 2.0184 -0.2445 2.191 -0.826 -1.161 0.33
H -2.4251 1.4719 -1.9145 0.580 0.325 2.229 0.29
H -1.8903 2.8936 -1.0015 0.423 0.280 0.006 0.40
H -0.8806 1.5816 0.8877 -0.091 0.756 0.210 0.33
H -0.1373 1.2486 -0.6857 -0.257 0.555 0.318 0.34
```
Positions in Å, forces in eV/Å.

Record order is preserved below.
F_max: 4.86 8.78 0.41 4.67 eV/Å
Record order is preserved below.
E: -4893.1799 -879.9247 -2631.7263 -1613.8945 a.u.